DFT (ωB97M-V/def2-TZVPD) results for 2 unconnected molecules or ions with the total composition C2H7O2 in a non-equilibrium geometry.

Geometry as XYZ:
```
11
C2H7O2, DFT ωB97M-V/def2-TZVPD
O 1.0087 1.3677 -0.4448
H 1.2874 1.9536 0.2713
H -1.8124 -1.6350 0.2319
H 1.0418 2.0593 -1.1593
C -1.1605 -0.7257 -0.2276
C -0.0656 -0.3558 0.7510
O 1.0397 -0.9417 0.7653
H -0.9171 -1.0679 -1.2813
H -1.7200 0.1758 -0.3870
H -0.1856 0.2164 1.6488
H 1.4836 -1.0468 -0.1683
```

Computed properties:
ΔE to the lowest compared entry with this formula, charge and spin: 1.355 eV
DFT total energy: -6273.6114 eV
HOMO-LUMO gap: 0.420 hartree
HOMO energy: -17.15 eV
net charge: +1

***

DFT (ωB97M-V/def2-TZVPD) results for a molecular structure, C5H8N2S in a non-equilibrium geometry.

Geometry as XYZ:
```
16
C5H8N2S, DFT ωB97M-V/def2-TZVPD
C -1.3902 0.0205 -0.6363
C -0.5816 -1.0424 -0.7236
C 0.8293 -0.3647 0.4547
C -0.2597 -2.2523 -1.5072
C 0.8371 1.8463 1.5132
N -1.0768 0.9907 0.2961
N 0.2004 0.6844 0.8990
S 2.2820 -1.0365 0.6664
H -2.2878 0.1954 -1.1610
H -1.1723 -2.6598 -1.9899
H 0.2499 -3.1892 -1.0067
H 0.4756 -1.8854 -2.1739
H 0.1590 2.5531 2.1417
H 1.5601 1.5766 2.2899
H 1.2474 2.5854 0.8765
H -1.0724 1.9777 0.0611
```

Computed properties:
ΔE to the lowest compared entry with this formula, charge and spin: 3.665 eV
DFT total energy: -19126.7565 eV
HOMO-LUMO gap: 0.316 hartree
HOMO energy: -7.91 eV

***

DFT (ωB97M-V/def2-TZVPD) results for a molecular structure, C28H32BrCsN5O6 in a non-equilibrium geometry.

Geometry as XYZ:
```
73
C28H32BrCsN5O6, DFT ωB97M-V/def2-TZVPD
Cs 0.5390 0.2741 -2.0350
N -0.6119 5.0514 -1.8767
C -1.4922 3.8992 -2.0874
C -2.8115 4.3399 -2.7206
C -3.9133 3.2839 -2.7727
C -4.4046 2.8028 -1.4053
N -4.9887 3.8847 -0.6052
C -4.3129 4.5356 0.3847
N -4.8339 5.7991 0.6743
N -3.2850 4.0421 0.9800
C -0.7862 2.7860 -2.8988
O 0.3855 2.9942 -3.2849
O -1.4256 1.7117 -3.0300
H -0.9888 5.8670 -2.3451
H 0.2642 4.8211 -2.3416
H -1.7269 3.4515 -1.1175
H -2.6061 4.6945 -3.7368
H -3.1684 5.2126 -2.1574
H -3.5462 2.4130 -3.3148
H -4.7672 3.6923 -3.3303
H -3.5986 2.3560 -0.8302
H -5.1616 2.0274 -1.5332
H -5.6361 4.4634 -1.1161
H -5.8185 5.9058 0.4843
H -4.5960 6.1302 1.5952
H -2.7552 2.4444 1.3248
H -2.9085 4.6968 1.6587
C 0.8521 -3.1579 2.1369
C 1.3758 -3.7865 0.8757
C 0.5088 -4.4880 0.0493
C 0.9648 -5.0381 -1.1408
C 2.2698 -4.8297 -1.5319
C 3.1431 -4.1023 -0.7251
N 4.4565 -3.8875 -1.1829
C 5.1304 -2.6396 -1.2338
C 6.5207 -2.7076 -1.3588
C 7.2978 -1.5642 -1.3963
C 6.6997 -0.3198 -1.2536
C 5.3248 -0.2481 -1.1070
C 4.5180 -1.3824 -1.1363
C 3.0088 -1.1474 -1.1400
O 2.3778 -1.6768 -2.0817
O 2.5544 -0.3951 -0.2458
C 2.7229 -3.6340 0.5236
C 3.6761 -2.9498 1.4662
H -0.2294 -3.2748 2.2031
H 1.0816 -2.0897 2.1547
H 1.2950 -3.6022 3.0331
H -0.5312 -4.5936 0.3365
H 0.2869 -5.5848 -1.7849
H 2.6126 -5.1703 -2.5025
H 4.6992 -4.4826 -1.9583
H 6.9851 -3.6866 -1.4072
H 8.3720 -1.6481 -1.5086
H 7.2979 0.5827 -1.2561
H 4.8333 0.7097 -0.9869
H 4.7048 -3.2416 1.2584
H 3.4489 -3.2173 2.4994
H 3.6078 -1.8628 1.3772
Br -4.9859 -2.0323 2.1663
C -3.3357 -1.6156 3.0006
C -2.8906 -2.5348 3.9425
C -1.7106 -2.3135 4.6308
C -0.9698 -1.1685 4.3817
C -1.4208 -0.2550 3.4479
C -2.6074 -0.4559 2.7383
C -3.0270 0.5873 1.7365
O -3.8292 0.4052 0.8561
O -2.3974 1.7389 1.9358
H -3.4787 -3.4225 4.1284
H -1.3697 -3.0428 5.3544
H -0.0377 -0.9928 4.9020
H -0.8509 0.6384 3.2407
```

Computed properties:
ΔE to the lowest compared entry with this formula, charge and spin: 0.924 eV
DFT total energy: -119887.0254 eV
HOMO-LUMO gap: 0.267 hartree
HOMO energy: -5.02 eV
net charge: -1

***

DFT (ωB97M-V/def2-TZVPD) results for a gas-phase ion, C2H8N3O3S (charge +1) in a non-equilibrium geometry.

Geometry as XYZ:
```
17
C2H8N3O3S, DFT ωB97M-V/def2-TZVPD
C -0.1609 1.5239 -0.5903
C 0.5039 -1.4917 0.8660
N -0.2232 2.8018 -0.9913
N 1.1481 1.1240 -0.1494
N -0.6346 -1.7996 -0.0872
O -1.0671 0.6947 -0.6068
O 2.9308 -0.6112 0.4479
O 1.3544 -1.0208 -1.4378
S 1.6787 -0.4678 -0.1914
H 1.1823 -2.4372 1.0511
H 0.2464 -1.0025 1.8878
H 0.6160 3.2859 -1.3114
H -1.0919 2.9153 -1.5160
H 1.6262 1.9247 0.2665
H -1.2414 -2.4139 0.4549
H -0.4673 -2.2873 -0.9602
H -0.8954 -0.6681 -0.3563
```

Computed properties:
ΔE to the lowest compared entry with this formula, charge and spin: 0.000 eV
DFT total energy: -23644.4386 eV
HOMO-LUMO gap: 0.458 hartree
HOMO energy: -15.54 eV
net charge: +1

***

DFT (ωB97M-V/def2-TZVPD) results for a single C13H10Cl2N6O molecule in a non-equilibrium geometry.

Geometry as XYZ:
```
32
C13H10Cl2N6O, DFT ωB97M-V/def2-TZVPD
C -6.1023 -0.5311 0.1568
N -4.7200 0.0976 -0.0269
C -3.5101 -0.3579 0.1731
N -3.3417 -1.7424 0.5301
C -2.0881 -2.1188 0.5414
N -1.1554 -1.1856 0.5732
C -1.4566 0.0354 0.3317
N -0.3402 1.0194 -0.0753
N 0.9175 0.5208 0.0528
C 2.0552 1.1669 -0.3335
O 1.8039 2.5207 -0.7806
C 3.2201 0.6015 -0.2999
C 4.4911 0.9954 0.1228
C 5.7127 0.6133 0.3408
C 5.7644 -0.8201 -0.2034
C 4.5808 -1.5226 -0.3905
C 3.4745 -0.9941 -0.5192
H 2.5324 -1.4122 -0.8546
H 4.8349 -2.4165 -0.8777
Cl 7.2636 -1.5637 0.1190
H 6.5187 1.0502 0.5569
Cl 4.2628 2.9139 0.8866
H 0.9815 -0.3353 0.5671
H -0.4294 1.9659 -0.2051
C -2.7055 0.7379 -0.2603
C -3.3914 1.7192 -0.3816
N -4.7403 1.2132 -0.3689
H -3.1139 2.8489 -0.6521
H -1.9139 -2.9829 1.0921
H -5.9511 -1.6064 0.4292
H -6.7560 0.0805 0.7719
H -6.6984 -0.5110 -1.0156
```

Computed properties:
DFT total energy: -49663.4535 eV
HOMO-LUMO gap: 0.248 hartree
HOMO energy: -8.12 eV

***

DFT (ωB97M-V/def2-TZVPD) results for a single C3H8N2OS2 molecule in a non-equilibrium geometry.

Geometry as XYZ:
```
16
C3H8N2OS2, DFT ωB97M-V/def2-TZVPD
C 1.6618 1.5634 0.5653
C -0.3893 0.3476 0.0221
C -2.4328 -1.0034 -0.1883
H 1.0876 2.1373 1.2873
H 1.7926 2.2014 -0.3528
H 2.6668 1.3267 0.9929
H 2.0760 -0.3858 -1.6535
H -2.6561 -2.0587 -0.3429
H -2.9693 -0.6446 0.7108
H -2.7741 -0.4378 -1.0686
H 0.0270 -2.4325 0.1702
N 0.9740 0.3152 0.2672
N -0.9961 -0.8733 -0.0449
O -0.4907 -1.8788 0.7873
S 1.9581 -0.8992 -0.4194
S -1.2212 1.7608 -0.2051
```

Computed properties:
ΔE to the lowest compared entry with this formula, charge and spin: 2.712 eV
DFT total energy: -29936.7612 eV
HOMO-LUMO gap: 0.326 hartree
HOMO energy: -8.45 eV

***

DFT (ωB97M-V/def2-TZVPD) results for a single C5H8O2 molecule in a non-equilibrium geometry.

Geometry as XYZ:
```
15
C5H8O2, DFT ωB97M-V/def2-TZVPD
O -0.9324 0.9792 1.0474
C -0.8454 -0.3947 1.3354
C -0.3190 -1.1515 0.0916
C 0.1665 -0.1061 -0.9387
O -1.0441 0.6791 -1.3779
C 1.3832 0.5921 -0.4541
C 2.4909 0.9702 -0.1516
H -1.3299 1.0346 0.1341
H -1.8275 -0.7913 1.6321
H -0.1771 -0.5207 2.1981
H -1.1083 -1.7416 -0.3839
H 0.4886 -1.8609 0.3387
H 0.4369 -0.5870 -1.8676
H -0.8495 1.5694 -1.7205
H 3.4669 1.3293 0.1168
```

Computed properties:
ΔE to the lowest compared entry with this formula, charge and spin: 3.187 eV
DFT total energy: -9406.6452 eV
HOMO-LUMO gap: 0.376 hartree
HOMO energy: -9.54 eV

***

DFT (ωB97M-V/def2-TZVPD) results for a gas-phase ion, C7H15N2S (charge +1) in a non-equilibrium geometry.

Geometry as XYZ:
```
25
C7H15N2S, DFT ωB97M-V/def2-TZVPD
C -0.0250 -0.2756 0.3207
C 0.2105 -2.4293 1.2566
C 0.0553 -1.4253 2.4467
C -1.3228 0.7299 -1.4760
C 1.0927 1.0100 -1.5058
C -0.0543 2.2833 0.1721
C -0.1099 0.9837 -0.5368
N -0.0280 -1.5765 0.0082
N 0.1293 -0.1148 1.6457
S -0.4100 -2.1944 -1.5249
H 1.2058 -2.7679 1.2705
H -0.4713 -3.2091 1.2457
H -0.9582 -1.5024 2.9061
H 0.9029 -1.4665 3.1337
H -1.4220 1.6396 -2.1547
H -1.1246 -0.1486 -1.9609
H -2.3361 0.6475 -0.9520
H 2.0725 0.9005 -1.0403
H 1.0491 1.9756 -2.0137
H 1.0723 0.2838 -2.3566
H -0.1395 3.0275 -0.5379
H 0.8210 2.4697 0.7806
H -1.0473 2.3434 0.7824
H 0.0284 0.7496 2.1394
H 0.8091 -1.9333 -2.0486
```

Computed properties:
ΔE to the lowest compared entry with this formula, charge and spin: 0.508 eV
DFT total energy: -21305.7320 eV
HOMO-LUMO gap (spin up / spin down): 0.205 / 0.216 hartree
HOMO energy (spin up / spin down): -9.00 / -13.71 eV
<S²>: 2.0095
net charge: +1
multiplicity: 3